Run A
Molecular formula: C3H2N2O3
Method: DFT, wB97M-V/def2-TZVPD

Last column: Mulliken charge in e.
Positions of all 10 atoms, in Å:
O1 2.13539 -0.33933 -0.62713  -0.406
C1 1.11819 -0.28398 -0.01841  0.645
N1 0.88229 1.00365 0.77684  -0.387
C2 -0.21134 1.58331 0.20006  0.087
O2 -1.08752 0.89020 -0.56794  -0.287
N2 -1.89703 -0.25140 -0.20770  -0.178
C3 -1.13500 -1.19851 0.12834  0.125
O3 0.27190 -1.36525 0.34710  -0.269
H1 -0.32112 2.67548 0.25709  0.367
H2 -1.76496 -2.03110 0.68282  0.302

Output
HOMO energy: -10.57 eV
LUMO level: -0.06 eV
charge: 0
SMILES string: O=C1N=CON=CO1
molar mass: 114.1 g/mol


Run B
Molecular formula: C3H2N2O3
Method: DFT, wB97M-V/def2-TZVPD

Last column: Mulliken charge in e.
Positions of all 10 atoms, in Å:
O1 -2.22484 -0.91490 -0.96773  -0.431
C1 -1.38673 -0.97850 -0.02097  0.461
O2 -1.66241 -1.17622 1.38654  -0.514
C2 -0.00743 -0.30725 -0.30673  0.693
N1 0.61533 0.14794 -1.32365  -0.523
C3 1.54056 0.98663 -0.83272  0.012
N2 1.54081 1.00216 0.54789  -0.278
O3 0.52440 0.09842 0.84432  -0.139
H1 -1.36125 -0.36507 2.04747  0.408
H2 2.42156 1.50679 -1.37442  0.311

Output
HOMO energy: -11.17 eV
LUMO level: -0.83 eV
charge: 0
SMILES string: O=C(O)c1ncno1
molar mass: 114.1 g/mol


Most stable = run B


Run A
Molecular formula: C3H2N2O3
Method: DFT, wB97M-V/def2-TZVPD

Last column: Mulliken charge in e.
Positions of all 10 atoms, in Å:
O1 2.53749 -0.00834 0.48999  -0.405
C1 1.46489 0.14002 0.05435  0.563
N1 0.65464 1.35001 -0.19062  -0.354
C2 -0.59858 1.41918 -0.10665  0.178
O2 -1.50663 0.49895 0.49253  -0.237
N2 -1.46605 -0.90100 0.17514  -0.238
C3 -0.34523 -1.40644 -0.00920  0.188
O3 0.88796 -1.05556 -0.26615  -0.292
H1 -0.99720 2.50641 -0.42687  0.317
H2 -0.63130 -2.54323 -0.21252  0.281

Output
HOMO energy: -10.76 eV
LUMO level: -0.30 eV
charge: 0
SMILES string: O=C1N=CON=CO1
molar mass: 114.1 g/mol


Run B
Molecular formula: C3H2N2O3
Method: DFT, wB97M-V/def2-TZVPD

Last column: Mulliken charge in e.
Positions of all 10 atoms, in Å:
C1 1.91462 -0.67783 0.01355  0.207
C2 -1.06245 1.11118 -0.11518  -0.104
C3 -1.64943 -0.19381 0.10615  0.530
H1 2.18354 -1.83268 -0.64591  0.317
H2 -1.63514 1.92916 -0.36104  0.465
N1 0.61115 -0.17392 0.79996  0.150
N2 0.25379 1.05707 0.21833  -0.369
O1 2.78050 0.21619 -0.08110  -0.378
O2 -2.81509 -0.42517 0.05847  -0.495
O3 -0.58150 -1.01019 0.00678  -0.321

Output
HOMO energy: -10.81 eV
LUMO level: -0.75 eV
charge: 0
molar mass: 114.1 g/mol


Most stable = run A


Run A
Molecular formula: C7H14O
Method: DFT, wB97M-V/def2-TZVPD

Last column: Löwdin spin population.
Positions of all 22 atoms, in Å:
C1 -3.36332 -0.03334 -0.11536  0.001
C2 -2.51325 -0.97588 -0.99915  0.050
C3 -1.04849 -0.48803 -0.78238  0.350
C4 0.21858 -0.78986 -1.40718  0.222
C5 1.56366 -0.59668 -0.82872  0.085
C6 2.19527 0.39567 -0.18633  0.177
C7 3.25382 0.46844 0.88001  0.026
H1 -3.25159 1.06530 -0.36638  0.000
H2 -3.13005 -0.13792 0.95782  0.000
H3 -4.47954 -0.07251 -0.20363  0.000
H4 -2.67374 -1.95336 -0.60968  0.011
H5 -2.87744 -0.99698 -1.99495  0.013
H6 -0.98404 0.37382 -0.12136  0.014
H7 0.10391 -1.33619 -2.35974  0.005
H8 2.12393 -1.64221 -0.63590  0.022
H9 1.77677 1.43541 -0.40734  0.006
H10 4.28725 0.55613 0.60259  0.009
H11 3.04180 1.35660 1.38437  0.002
H12 3.13967 -0.30179 1.57532  0.003
H13 0.46290 2.01734 2.83616  0.000
H14 0.77293 0.80428 1.97685  0.001
O1 -0.01880 1.36877 2.25007  0.002

Output
HOMO energy (alpha / beta): -14.50 / -14.88 eV
multiplicity: 2
LUMO level (alpha / beta): -4.79 / -7.83 eV
charge: +1
molar mass: 114.2 g/mol


Run B
Molecular formula: C7H14O
Method: DFT, wB97M-V/def2-TZVPD

Last column: Löwdin spin population.
Positions of all 22 atoms, in Å:
C1 0.76703 0.81617 2.27373  0.005
C2 0.39969 0.91932 0.80472  0.049
C3 0.04358 2.15552 0.35092  0.226
C4 -1.13691 -0.54845 -0.52693  0.321
C5 0.00958 -0.41578 0.24609  0.207
C6 1.11622 -1.41607 0.09194  0.028
C7 -1.66098 -1.91089 -0.79868  0.059
H1 -0.01926 0.16377 2.71187  -0.002
H2 1.76963 0.30443 2.24302  -0.001
H3 0.80246 1.77504 2.77854  0.001
H4 -0.29472 2.48648 -0.61621  0.010
H5 0.28513 2.96604 1.00696  0.011
H6 -1.80130 0.32880 -0.53828  0.011
H7 1.22287 -1.84413 -0.91866  0.012
H8 2.09568 -1.10914 0.49728  0.000
H9 0.83778 -2.36927 0.58687  0.012
H10 -2.70765 -1.85811 -1.24165  -0.001
H11 -1.02897 -2.46850 -1.50254  0.021
H12 -1.69597 -2.56234 0.11371  0.019
H13 0.76192 0.88587 -2.34553  0.000
H14 0.19580 2.30829 -2.48186  0.000
O1 0.03836 1.39296 -2.73531  0.012

Output
HOMO energy (alpha / beta): -14.51 / -14.39 eV
multiplicity: 2
LUMO level (alpha / beta): -4.65 / -7.86 eV
charge: +1
molar mass: 114.2 g/mol


Most stable = run B


Run A
Molecular formula: C6H6O2
Method: DFT, wB97M-V/def2-TZVPD

Last column: Mulliken charge in e.
Positions of all 14 atoms, in Å:
C1 1.20682 -0.14948 0.38480  0.410
C2 0.69964 1.15975 -0.10548  -0.724
C3 -0.57463 0.63060 0.00908  0.656
C4 -2.01178 0.61922 -0.09603  -0.833
C5 -1.36014 -1.47555 0.05137  -0.562
C6 -0.24684 -0.76821 0.08724  -0.075
H1 3.15821 -0.25567 -0.59581  0.325
H2 1.39363 -0.20809 1.49556  0.241
H3 1.00758 1.83418 0.52117  0.337
H4 1.05405 1.60757 -1.02618  0.285
H5 -2.67938 1.33007 -0.10767  0.535
H6 -1.45396 -2.61140 -0.27033  0.257
O1 2.26668 -1.08640 -0.26240  -0.593
O2 -2.45990 -0.62658 -0.08534  -0.259

Output
HOMO energy: -8.57 eV
LUMO level: 0.49 eV
charge: 0
molar mass: 110.1 g/mol


Run B
Molecular formula: C6H6O2
Method: DFT, wB97M-V/def2-TZVPD

Last column: Mulliken charge in e.
Positions of all 14 atoms, in Å:
C1 1.70582 1.35960 -0.10904  -0.668
C2 0.60293 0.70528 -0.00815  0.037
C3 0.60574 -0.75274 -0.14090  0.359
O1 1.46595 -1.52667 0.06458  -0.563
C4 -0.88760 -0.95122 -0.21235  -0.120
C5 -1.16228 -0.11446 1.00911  -0.354
C6 -0.87827 1.06148 0.19284  -0.511
O2 -1.39022 0.21230 -1.05515  -0.480
H1 1.75027 2.50611 0.19695  0.223
H2 2.56391 0.70358 -0.05545  0.339
H3 -0.94647 -2.05802 -0.30721  0.411
H4 -0.30356 -0.01876 1.84059  0.218
H5 -2.19836 -0.31216 1.55960  0.316
H6 -1.38979 1.84647 0.30105  0.793

Output
HOMO energy: -9.40 eV
LUMO level: 0.47 eV
charge: 0
SMILES string: C=C1C(=O)[C@H]2C[C@@H]1O2
molar mass: 110.1 g/mol


Most stable = run B


Run A
Molecular formula: C4H9N2O2
Method: DFT, wB97M-V/def2-TZVPD

Last column: Mulliken charge in e.
Positions of all 17 atoms, in Å:
C1 -0.69534 0.16045 -1.26585  -1.543
C2 0.00308 0.22920 0.07513  0.632
C3 1.33484 -0.57640 0.15272  -1.009
N1 2.06419 -0.92217 -1.07535  -0.686
N2 -0.86531 -0.10841 1.15438  -0.289
C4 -1.47344 0.93017 1.95936  0.521
O1 -2.57299 0.61527 2.46851  -0.784
O2 -0.86635 2.01998 1.97295  -0.741
H1 0.01807 0.27484 -2.09725  0.354
H2 -1.46900 0.90567 -1.30465  0.363
H3 -1.15457 -0.83241 -1.39093  0.344
H4 0.28105 1.27392 0.17946  0.290
H5 2.01799 -0.02500 0.81081  0.312
H6 1.16777 -1.48704 0.71305  0.441
H7 1.48434 -1.51082 -1.66314  0.271
H8 2.21365 -0.07586 -1.61738  0.284
H9 -1.48797 -0.87138 0.92819  0.241

Output
HOMO energy: -4.00 eV
LUMO level: 3.67 eV
charge: -1
SMILES string: C[C@H](CN)NC(=O)[O-]
molar mass: 117.1 g/mol


Run B
Molecular formula: C4H9N2O2
Method: DFT, wB97M-V/def2-TZVPD

Last column: Mulliken charge in e.
Positions of all 17 atoms, in Å:
N1 -2.07012 -0.79148 -1.39630  -0.834
C1 -0.69873 -0.27211 -1.48833  -0.397
C2 0.08698 -0.99790 -0.42560  -0.905
N2 -0.35379 -0.64018 0.93701  -0.391
C3 0.56073 0.14526 1.76924  -0.484
C4 0.99345 1.41140 0.96952  0.584
O1 2.26738 1.12668 0.42370  -0.449
O2 0.20131 2.44856 1.03705  -0.578
H1 -2.51957 -0.78489 -2.27952  0.018
H2 -0.24054 -0.42604 -2.53214  0.311
H3 1.18838 1.03075 -0.16587  0.280
H4 -0.68366 0.79149 -1.32486  0.180
H5 -0.08066 -2.05603 -0.58485  0.447
H6 1.16890 -0.79626 -0.48871  0.334
H7 -1.27262 -0.11165 0.80659  0.314
H8 1.44685 -0.48952 1.98748  0.291
H9 0.00571 0.41193 2.75561  0.278

Output
HOMO energy: -1.70 eV
LUMO level: 2.78 eV
charge: -1
molar mass: 117.1 g/mol


Run C
Molecular formula: C4H9N2O2
Method: DFT, wB97M-V/def2-TZVPD

Last column: Mulliken charge in e.
Positions of all 17 atoms, in Å:
C1 -2.15273 0.21910 1.18613  -0.882
N1 -0.87713 -0.66938 0.98597  -0.343
C2 -0.48640 -0.95050 -0.46127  -0.428
C3 0.41401 0.18151 -0.95282  -0.396
N2 1.38677 0.75161 -0.10246  -0.173
C4 2.64776 0.51574 -0.59013  0.496
O1 3.54824 1.13109 0.07861  -0.852
O2 2.87288 -0.10276 -1.60721  -0.694
H1 -3.02640 -0.21492 1.60118  0.296
H2 -2.21513 0.88841 0.30758  0.293
H3 -1.78197 1.01813 1.92809  0.257
H4 -1.02757 -1.44786 1.61397  0.220
H5 0.03814 -1.98113 -0.48429  0.325
H6 -1.32400 -1.13892 -1.23630  0.208
H7 -0.27150 1.15132 -1.21133  0.102
H8 0.96799 -0.11799 -1.93407  0.318
H9 1.28703 0.76655 0.87834  0.253

Output
HOMO energy: -3.23 eV
LUMO level: 3.44 eV
charge: -1
SMILES string: CNCCNC(=O)[O-]
molar mass: 117.1 g/mol


Most stable = run A


Run A
Molecular formula: C4H9N2O2
Method: DFT, wB97M-V/def2-TZVPD

Last column: Mulliken charge in e.
Positions of all 17 atoms, in Å:
O1 -0.73486 -0.58813 -1.75334  -0.783
C1 -0.07777 0.28709 -1.07882  0.245
N1 1.20690 0.57735 -1.07086  -0.750
C2 0.94430 -2.73590 -0.03564  0.043
O2 0.93481 -3.93650 0.26803  -0.517
C3 -0.77650 1.10387 0.01091  0.461
C4 -0.93889 0.24620 1.27750  -1.373
N2 -0.21443 2.45660 0.49455  -0.898
H1 1.69321 0.39288 -1.96963  0.211
H2 0.59498 -2.40847 -1.02197  0.186
H3 1.55462 -1.96022 0.50182  0.224
H4 -1.74251 1.33426 -0.43311  0.316
H5 -1.38805 -0.70758 0.92930  0.334
H6 -1.68863 0.74708 1.91182  0.362
H7 -0.02756 0.02742 1.85052  0.233
H8 -0.15988 2.98394 -0.43204  0.322
H9 0.82024 2.18010 0.55095  0.385

Output
HOMO energy: -3.92 eV
LUMO level: 3.95 eV
charge: -1
molar mass: 117.1 g/mol


Run B
Molecular formula: C4H9N2O2
Method: DFT, wB97M-V/def2-TZVPD

Last column: Mulliken charge in e.
Positions of all 17 atoms, in Å:
O1 -1.73508 -2.38664 2.00449  -0.564
C1 -1.15708 -1.89041 1.10184  0.085
N1 0.18241 -1.66821 0.99045  -0.097
C2 0.70998 -1.02043 -0.24314  -0.386
C3 -0.13190 0.20173 -0.56554  -0.428
N2 0.59843 1.03147 -1.54649  -0.413
C4 0.53109 2.52556 -1.29752  -0.601
O2 0.84598 2.92957 -0.13332  -0.809
H1 -1.85498 -1.37270 0.37549  0.235
H2 0.83562 -1.94514 1.63338  0.180
H3 0.62443 -1.75570 -1.11260  0.144
H4 1.77747 -0.93556 -0.06415  0.443
H5 -0.49593 0.79420 0.38372  0.332
H6 -1.06859 -0.25756 -1.07189  0.067
H7 1.60597 0.86780 -1.56850  0.290
H8 -0.55424 2.83646 -1.40922  0.236
H9 1.06459 2.98328 -2.21712  0.285

Output
HOMO energy: -2.43 eV
LUMO level: 3.55 eV
charge: -1
SMILES string: O=CNCCNC[O-]
molar mass: 117.1 g/mol


Most stable = run A


Run A
Molecular formula: ClH3N2O2S
Method: DFT, wB97M-V/def2-TZVPD

Last column: Mulliken charge in e.
Positions of all 9 atoms, in Å:
N1 0.53734 -0.37423 -1.34688  -0.318
N2 -0.02382 0.70896 -0.91068  -0.321
S1 -0.75481 0.28456 0.95650  0.891
O1 -0.90163 1.37457 1.83997  -0.446
O2 -1.68970 -0.80356 0.98874  -0.456
Cl1 1.03768 -0.79832 1.29756  -0.291
H1 1.28775 -0.72503 -0.78917  0.309
H2 -0.20004 -1.09649 -1.48571  0.304
H3 0.70723 1.42954 -0.55033  0.328

Output
HOMO energy: -9.84 eV
LUMO level: -0.38 eV
charge: 0
SMILES string: NNS(=O)(=O)Cl
molar mass: 130.6 g/mol


Run B
Molecular formula: ClH3N2O2S
Method: DFT, wB97M-V/def2-TZVPD

Last column: Mulliken charge in e.
Positions of all 9 atoms, in Å:
N1 -1.53096 -0.83000 0.23510  -0.340
N2 -0.41043 -0.14930 0.42482  -0.060
O1 2.07690 0.32780 0.70683  -0.421
O2 1.28019 -0.24591 -1.46402  -0.488
S1 1.23339 -0.70204 -0.09165  0.672
Cl1 -0.63554 1.72124 -0.31972  -0.230
H1 -1.87350 -1.16968 -0.59663  0.230
H2 -2.15223 -0.25165 0.75194  0.263
H3 2.01219 1.29954 0.35333  0.375

Output
HOMO energy: -9.61 eV
LUMO level: -0.55 eV
charge: 0
molar mass: 130.6 g/mol


Most stable = run A